A:
The following is a DFT calculation (ωB97M-V with the def2-TZVPD basis set) of one molecule with the formula C3H8S.

Each line ends with the Löwdin charge.
Atoms and positions in Å:
C (-1.117, -0.745, 0.017)  -0.132
C (-0.414, 0.538, -0.455)  -0.348
C (0.880, 0.773, 0.273)  -0.605
S (2.249, -0.318, -0.196)  0.703
H (-2.097, -0.863, -0.458)  0.065
H (-1.329, -0.706, 1.101)  0.075
H (-0.547, -1.687, -0.198)  0.071
H (-0.271, 0.508, -1.538)  0.100
H (-1.087, 1.393, -0.264)  0.109
H (1.277, 1.778, 0.056)  0.068
H (0.691, 0.759, 1.338)  0.068
H (1.766, -1.430, 0.323)  -0.174

The calculation puts the molar mass at 76.16 g mol⁻¹. The value obtained for the gap between HOMO and LUMO is 0.3719 Eh. As for the total charge: 0. The SMILES is CCCS.

=====

B:
The following is a DFT calculation (ωB97M-V with the def2-TZVPD basis set) of one molecule with the formula C3H8S.

Each line ends with the Löwdin charge.
Atoms and positions in Å:
C (0.339, -1.492, -0.020)  -0.124
C (-0.412, -0.251, 0.420)  -0.342
C (-0.304, 0.892, -0.548)  -0.584
S (0.922, 2.199, -0.182)  0.680
H (0.165, -1.773, -1.058)  0.070
H (0.169, -2.379, 0.596)  0.072
H (1.414, -1.290, 0.040)  0.076
H (-1.443, -0.474, 0.718)  0.105
H (-0.026, -0.010, 1.414)  0.095
H (-1.251, 1.366, -0.835)  0.071
H (0.033, 0.618, -1.525)  0.042
H (0.393, 2.596, 0.979)  -0.159

The calculation puts the molar mass at 76.16 g mol⁻¹. The value obtained for the gap between HOMO and LUMO is 0.3723 Eh. As for the total charge: 0. The SMILES is CCCS.

=====

Q: What are the energies relative to the best structure? A: A 0.000; B 0.261, in eV.

=====

A:
The following is a DFT calculation (ωB97M-V with the def2-TZVPD basis set) of one molecule with the formula C2H5IN2O2.

Each line ends with the Löwdin charge.
Atoms and positions in Å:
C (0.663, 0.891, -1.485)  -0.141
C (-0.091, -0.347, -0.938)  -0.674
I (-2.170, -0.532, -1.127)  0.860
N (0.261, -0.313, 0.811)  -0.352
O (1.394, -0.109, 1.143)  0.007
N (-0.755, -0.533, 1.469)  -0.077
O (-0.615, -0.539, 2.892)  -0.014
H (0.238, 1.937, -0.990)  0.150
H (0.567, 0.751, -2.473)  0.015
H (1.652, 0.892, -1.064)  0.056
H (0.355, -1.277, -1.396)  0.079
H (-1.500, -0.824, 3.161)  0.092

The calculation puts the molar mass at 215.98 g mol⁻¹. The value obtained for the gap between HOMO and LUMO is 0.3562 Eh. As for the total charge: 0. The SMILES is C[C@H](I)/[N+]([O-])=N/O.

=====

B:
The following is a DFT calculation (ωB97M-V with the def2-TZVPD basis set) of one molecule with the formula C2H5IN2O2.

Each line ends with the Löwdin charge.
Atoms and positions in Å:
C (-0.233, -1.630, 0.042)  -0.145
C (0.488, -0.475, -0.569)  -0.725
I (2.576, -0.696, -0.290)  0.884
N (0.135, 0.824, 0.079)  -0.422
O (0.005, 0.935, 1.288)  -0.044
N (-0.431, 1.654, -0.690)  0.058
O (-0.808, 2.740, 0.048)  0.019
H (-1.077, -1.200, 0.528)  0.073
H (0.358, -2.134, 0.873)  0.088
H (-0.598, -2.321, -0.640)  0.058
H (0.332, -0.119, -1.621)  0.100
H (-0.748, 2.422, 0.952)  0.056

The calculation puts the molar mass at 215.98 g mol⁻¹. The value obtained for the gap between HOMO and LUMO is 0.3615 Eh. As for the total charge: 0. The SMILES is C[C@H](I)/[N+]([O-])=N/O.

=====

Q: What are the energies relative to the best structure? A: A 1.183; B 0.000, in eV.

=====

A:
The following is a DFT calculation (ωB97M-V with the def2-TZVPD basis set) of an isolated ion of composition C4H12N4 and charge +2.

Each line ends with the Löwdin charge.
Atoms and positions in Å:
C (-0.998, 0.566, 0.136)  -0.056
C (3.586, 0.221, 0.522)  -0.055
C (-3.450, 0.573, 0.249)  0.079
C (2.831, 0.082, -0.732)  0.005
N (0.221, 0.420, -0.219)  0.152
N (-2.122, -0.153, 0.076)  -0.088
N (-2.242, -1.385, -0.421)  0.221
N (1.180, -0.381, -0.174)  0.163
H (-1.095, 1.513, 0.647)  0.180
H (3.171, 1.158, 0.983)  0.122
H (3.442, -0.573, 1.112)  0.038
H (4.711, 0.238, 0.216)  0.174
H (-3.370, 1.402, 0.935)  0.107
H (-3.829, 0.996, -0.642)  0.108
H (-4.208, -0.064, 0.767)  0.139
H (2.983, -0.864, -1.319)  0.142
H (2.433, 0.813, -1.383)  0.102
H (-1.418, -1.739, -0.900)  0.156
H (-3.122, -1.774, -0.471)  0.122
H (1.296, -1.049, 0.617)  0.190

The calculation puts the molar mass at 116.17 g mol⁻¹. The value obtained for the gap between HOMO and LUMO (alpha / beta) is 0.2788 / 0.2566 Eh. As for the total charge: +2.

=====

B:
The following is a DFT calculation (ωB97M-V with the def2-TZVPD basis set) of an isolated ion of composition C4H12N4 and charge +2.

Each line ends with the Löwdin charge.
Atoms and positions in Å:
C (0.401, 1.585, -0.926)  -0.186
C (-1.229, -0.356, -1.001)  -0.085
C (1.515, -0.068, 0.383)  -0.159
C (-0.601, -1.371, 1.181)  -0.108
N (-0.745, 0.884, -0.459)  0.106
N (0.349, -0.311, 1.221)  0.092
N (1.472, 1.313, -0.033)  0.009
N (-1.447, -1.380, -0.007)  0.229
H (0.737, 1.498, -1.986)  0.175
H (0.124, 2.653, -0.841)  0.163
H (-1.996, -0.180, -1.683)  0.164
H (-0.489, -0.608, -1.717)  0.163
H (2.428, -0.158, 0.928)  0.155
H (1.545, -0.804, -0.368)  0.129
H (-0.205, -2.465, 1.543)  0.258
H (-1.376, -1.234, 1.908)  0.163
H (-1.208, 1.409, 0.255)  0.176
H (0.332, 0.026, 2.221)  0.210
H (2.403, 1.683, -0.270)  0.170
H (-2.010, -2.115, -0.352)  0.175

The calculation puts the molar mass at 116.17 g mol⁻¹. The value obtained for the gap between HOMO and LUMO (alpha / beta) is 0.2274 / 0.2050 Eh. As for the total charge: +2.

=====

Q: What are the energies relative to the best structure? A: A 0.665; B 0.000, in eV.